Entry 1:
Entry from OMol25: a structure of composition C33H37BrCaN4 (the ωB97M-V functional and the def2-TZVPD basis).

Structure (ORCA input):
```
! RIJCOSX wB97M-V def2-TZVPD def2/J DEFGRID3
* xyz -2 1
Ca 0.106 -0.005 0.705
N -1.370 -2.941 2.814
N 2.941 -1.697 0.005
C 0.615 2.515 1.032
C 1.966 2.051 1.123
C 2.118 1.329 2.335
C 3.359 0.673 2.800
H 4.131 0.709 2.025
H 3.168 -0.379 3.052
H 3.765 1.177 3.689
C 0.876 1.359 3.022
C 0.579 0.705 4.314
H 0.538 1.432 5.141
H 1.352 -0.034 4.541
H -0.391 0.192 4.271
C -0.052 2.110 2.234
C -1.484 2.309 2.551
H -1.877 1.410 3.041
H -2.047 2.490 1.629
H -1.686 3.166 3.212
C 3.069 2.301 0.180
H 3.833 2.991 0.575
H 2.689 2.721 -0.753
H 3.578 1.353 -0.035
C -0.006 3.213 -0.123
H -1.014 2.812 -0.318
H 0.592 3.064 -1.032
H -0.124 4.302 0.027
C -2.254 -3.900 2.546
H -3.127 -3.964 3.179
C -2.160 -4.825 1.500
H -2.891 -5.641 1.431
C -1.114 -4.679 0.616
H -1.003 -5.326 -0.240
C -0.161 -3.670 0.821
H 0.662 -3.480 0.145
C -0.291 -2.799 1.971
C 0.610 -1.774 2.212
H 1.232 -1.880 3.120
C 2.002 -0.893 -0.405
C 3.613 -2.234 -1.090
H 4.392 -2.971 -0.991
C 3.090 -1.677 -2.236
H 3.324 -1.829 -3.274
N 2.043 -0.853 -1.802
C 1.169 -0.052 -2.625
C 1.680 1.118 -3.208
C 0.824 1.927 -3.971
H 1.234 2.819 -4.446
C -0.512 1.584 -4.166
C -1.400 2.416 -5.042
H -2.310 2.722 -4.520
H -1.714 1.863 -5.934
H -0.877 3.314 -5.373
C -1.006 0.422 -3.577
H -2.041 0.131 -3.766
C -0.191 -0.399 -2.777
C -0.746 -1.665 -2.182
H -0.620 -2.516 -2.871
H -1.824 -1.573 -1.983
H -0.252 -1.962 -1.239
C 3.108 1.515 -3.032
H 3.697 1.275 -3.928
H 3.590 1.021 -2.182
H 3.187 2.601 -2.884
Br -5.272 -1.491 3.519
C -4.340 -0.883 1.970
C -4.978 -0.649 0.748
C -4.234 -0.189 -0.343
C -2.854 -0.024 -0.170
N -2.235 -0.367 0.969
C -2.952 -0.698 2.065
H -6.050 -0.818 0.672
H -4.659 0.042 -1.324
H -2.214 0.411 -0.950
H -2.400 -0.828 2.987
*
```

The calculation puts the max |F| at 2.3 eV/A. As for the HOMO-LUMO gap (spin up / spin down): 2.260 / 1.754 eV. The value obtained for the HOMO energy (spin up / spin down) is 1.9 / 2.4 eV.

Entry 2:
Entry from OMol25: a cluster of 2 separate species, C3H9N3O in total (the ωB97M-V functional and the def2-TZVPD basis).

Structure (ORCA input):
```
! RIJCOSX wB97M-V def2-TZVPD def2/J DEFGRID3
* xyz 0 1
C 0.234 1.248 1.120
C -1.516 -0.473 0.160
N -0.150 0.001 -0.073
C 1.655 -1.071 0.271
N 0.043 0.208 -1.465
O 2.270 -0.512 1.164
N 1.708 -1.835 -0.697
H -0.760 0.034 -2.061
H 0.383 1.148 -1.664
H 1.077 -1.597 -1.464
H 0.793 1.053 2.025
H -0.754 1.472 1.512
H 0.597 2.091 0.534
H -2.221 0.332 -0.088
H -1.743 -1.332 -0.474
H -1.618 -0.766 1.201
*
```

The SMILES is CN(C)N.N=C=O. The calculation puts the max |F| at 3.7 eV/A. As for the HOMO-LUMO gap: 9.120 eV. The value obtained for the HOMO energy is -8.5 eV. The value obtained for the energy above the lowest of the compared OMol25 structures with the same formula, charge and spin is 98.91 kcal/mol.